w) Below is an isolated molecule of C4H9NO2, with properties calculated with ωB97M-V/def2-TZVPD.

Computed properties:
- Total charge: 0
- Spin multiplicity: 1
- Orbital gap: 10.946 eV
- SMILES: C/N=C/OCCO
- Highest occupied orbital energy: -9.93 eV

Cartesian coordinates (Å):
1 C 2.3453 -0.2301 -1.1682
2 N 1.0317 -0.0270 -0.5616
3 C 0.9947 0.6633 0.5001
4 O -0.1107 0.9950 1.1892
5 C -1.3936 0.7735 0.5859
6 C -1.9449 -0.6547 0.7539
7 O -2.0267 -1.3163 -0.4879
8 H 2.5786 -1.3003 -1.2201
9 H 2.3453 0.1441 -2.1990
10 H 3.1744 0.2676 -0.6356
11 H 1.8814 1.0937 0.9851
12 H -2.0530 1.4936 1.0286
13 H -1.2961 0.9985 -0.4821
14 H -1.3441 -1.2175 1.4907
15 H -2.9550 -0.5949 1.1705
16 H -1.2273 -1.0883 -0.9496



x) Below is an isolated molecule of C4H9NO2, with properties calculated with ωB97M-V/def2-TZVPD.

Computed properties:
- Total charge: 0
- Spin multiplicity: 1
- Orbital gap: 9.593 eV
- SMILES: C[C@H](O)[C@@H](N)C=O
- Highest occupied orbital energy: -8.94 eV

Cartesian coordinates (Å):
1 C -0.3227 -0.7796 1.5294
2 C -0.5937 0.2896 0.4516
3 O -1.9006 0.3464 -0.1365
4 C 0.6386 -0.0513 -0.4628
5 N 0.3516 -0.3612 -1.8834
6 C 1.3058 1.3594 -0.6372
7 O 2.4813 1.5282 -0.6265
8 H 0.7094 -0.9478 1.9586
9 H -0.5303 -1.8277 1.2406
10 H -0.9190 -0.5051 2.3922
11 H -0.5832 1.2638 1.0124
12 H -2.5113 -0.1310 0.4546
13 H 1.4139 -0.8441 -0.1508
14 H 0.3204 -1.4262 -2.0737
15 H -0.5460 -0.0246 -2.0608
16 H 0.6860 2.1111 -1.0075



Q: Which of them is the most stable? A: w).